Arrangement A

# C5H10NO2

An isolated ion of composition C5H10NO2 and charge -1 (ωB97M-V/def2-TZVPD, the OMol25 dataset).

As for the charge: -1. As for the orbital gap: 6.52 eV. The highest occupied orbital energy comes out at -2.53 eV. As for the SMILES: C[C@@H](C[O-])N(C)C=O. The value obtained for the LUMO energy is 3.99 eV.

Positions of all 18 atoms, in Å:
C1 -1.507 0.448 1.148
C2 -0.293 0.579 0.327
C3 1.069 0.685 1.174
O1 1.958 1.456 0.516
N1 -0.219 -0.488 -0.737
C4 0.828 0.010 -1.817
C5 -0.436 -1.855 -0.694
O2 -1.251 -2.232 0.152
H1 -1.370 -0.011 2.233
H2 -2.289 -0.168 0.765
H3 -2.035 1.408 1.270
H4 -0.245 1.584 -0.167
H5 0.807 1.176 2.045
H6 1.442 -0.344 1.400
H7 1.431 -0.864 -2.033
H8 0.429 0.498 -2.724
H9 1.560 0.617 -1.305
H10 0.123 -2.499 -1.554

Arrangement B

# C5H10NO2

C5H10NO2 as an isolated structure (ωB97M-V/def2-TZVPD, the OMol25 dataset).

As for the charge: -1. As for the orbital gap: 6.95 eV. The highest occupied orbital energy comes out at -3.36 eV. The value obtained for the LUMO energy is 3.59 eV.

Positions of all 18 atoms, in Å:
C1 2.415 -1.254 -0.125
N1 1.854 -0.082 -0.210
C2 -1.796 -0.222 1.074
C3 -0.239 -0.096 1.125
C4 0.435 0.034 -0.324
C5 -0.038 1.329 -0.982
O1 -1.545 0.706 -1.796
O2 3.626 -1.503 -0.299
H1 1.647 -2.071 0.176
H2 -0.706 1.281 -2.048
H3 -2.163 0.683 0.600
H4 -2.148 -0.829 1.981
H5 -1.930 -0.832 0.169
H6 0.145 0.742 1.703
H7 0.116 -1.012 1.616
H8 0.028 -0.782 -0.969
H9 0.781 1.906 -1.399
H10 -0.481 2.002 -0.291

Arrangement C

# C5H10NO2

An isolated ion of composition C5H10NO2 and charge -1 (ωB97M-V/def2-TZVPD, the OMol25 dataset).

As for the charge: -1. As for the orbital gap: 7.54 eV. The highest occupied orbital energy comes out at -3.90 eV. As for the SMILES: CNCCCC(=O)[O-]. The value obtained for the LUMO energy is 3.64 eV.

Positions of all 18 atoms, in Å:
C1 -0.858 -1.978 1.869
N1 -0.414 -1.632 0.518
C2 -0.274 -0.186 0.235
C3 1.061 0.172 -0.502
C4 0.744 1.142 -1.645
C5 0.128 2.447 -1.000
O1 0.910 3.124 -0.295
O2 -1.090 2.625 -1.224
H1 -0.292 -1.357 2.563
H2 -1.949 -1.891 1.956
H3 -0.471 -2.976 2.049
H4 -0.916 -2.062 -0.234
H5 -1.108 0.234 -0.329
H6 -0.286 0.320 1.206
H7 1.740 0.702 0.169
H8 1.426 -0.810 -0.803
H9 1.652 1.380 -2.220
H10 -0.003 0.745 -2.314

Arrangement D

# C5H10NO2

An isolated ion of composition C5H10NO2 and charge -1 (ωB97M-V/def2-TZVPD, the OMol25 dataset).

As for the charge: -1. As for the orbital gap: 6.73 eV. The highest occupied orbital energy comes out at -2.80 eV. As for the SMILES: C[C@@H](C[O-])N(C)C=O. The value obtained for the LUMO energy is 3.93 eV.

Positions of all 18 atoms, in Å:
C1 1.129 0.545 -1.486
C2 -0.095 -0.049 -0.748
C3 0.070 -1.704 -0.739
O1 -1.010 -2.395 -0.446
N1 -0.287 0.503 0.644
C4 -1.413 -0.063 1.404
C5 0.471 1.416 1.228
O2 1.511 1.959 0.848
H1 1.892 0.529 -0.713
H2 1.001 1.605 -1.710
H3 1.389 -0.060 -2.351
H4 -1.023 0.262 -1.249
H5 0.619 -1.974 -1.658
H6 0.879 -1.702 0.084
H7 -1.289 -0.250 2.471
H8 -2.236 0.661 1.303
H9 -1.671 -1.007 0.901
H10 0.062 1.725 2.217

Ranking the structures above by stability puts arrangement C first and arrangement B last.